23
Properties=species:S:1:pos:R:3 method="wB97M-V/def2-TZVPD" de_lowest_kcal_mol=70.18 e_homo_ev=-18.470 total_charge=+2 smiles="C[C@@]1([NH3+])CC=NC2=[NH+]C=N[C@H]21"
C -0.048 -2.326 -0.335
C -2.330 1.425 0.049
C -1.603 -0.685 -0.147
C 1.184 -1.434 -0.070
C -0.564 0.330 -0.692
C 0.821 0.085 0.090
C 0.800 0.846 1.399
N -1.248 -1.960 -0.227
N -1.220 1.592 -0.527
N -2.560 0.049 0.385
N 1.822 0.821 -0.861
H 0.049 -3.302 -0.557
H -3.184 2.016 0.381
H 1.596 -1.745 0.891
H 1.665 -1.763 -1.033
H -0.512 0.405 -1.820
H 0.234 1.705 1.377
H 1.861 1.224 1.771
H 0.344 0.164 2.148
H -3.365 -0.272 0.863
H 2.810 0.765 -0.406
H 1.385 1.692 -0.970
H 2.064 0.370 -1.707